Computed, not measured: the molecule C18H30N2O2, with ωB97M-V/def2-TZVPD.

Element x y z (Å)
C  -4.51  0.07  2.56
C  -4.08  -0.47  1.20
C  -5.19  -1.32  0.59
C  -3.69  0.67  0.25
C  -2.27  1.18  0.48
N  -1.30  0.23  -0.04
C  -0.15  -0.02  0.81
C  0.92  1.07  0.72
N  1.34  1.19  -0.67
C  2.49  2.07  -0.81
C  3.76  1.43  -0.34
C  3.94  0.12  -0.22
C  5.16  -0.50  0.22
C  5.47  -1.83  0.38
C  6.81  -1.87  0.83
C  7.22  -0.58  0.92
O  6.24  0.26  0.55
C  0.21  1.58  -1.48
C  -0.89  0.51  -1.42
C  -0.45  -0.76  -2.15
C  -1.56  -1.81  -2.21
O  -1.87  -2.36  -0.95
H  -5.41  0.67  2.46
H  -4.72  -0.74  3.25
H  -3.74  0.70  3.00
H  -3.20  -1.11  1.35
H  -6.06  -0.70  0.37
H  -4.85  -1.79  -0.32
H  -5.50  -2.10  1.28
H  -4.40  1.49  0.37
H  -3.76  0.32  -0.78
H  -2.16  2.17  0.02
H  -2.10  1.31  1.55
H  -0.49  -0.13  1.84
H  0.30  -0.97  0.51
H  1.78  0.80  1.33
H  0.51  2.03  1.09
H  2.60  2.31  -1.88
H  2.33  3.03  -0.28
H  4.56  2.12  -0.11
H  3.14  -0.56  -0.46
H  4.82  -2.66  0.20
H  7.38  -2.75  1.06
H  8.15  -0.14  1.21
H  0.54  1.69  -2.52
H  -0.20  2.56  -1.15
H  -1.77  0.90  -1.94
H  0.43  -1.18  -1.66
H  -0.17  -0.49  -3.17
H  -1.25  -2.65  -2.84
H  -2.46  -1.36  -2.66
H  -1.95  -1.60  -0.35

Values from the calculation:
E_HOMO in eV: -7.9
DFT total energy in hartree: -963.8203
LUMO level in eV: 0.83
Largest force on an atom in Eh/bohr: 0.0214
Gap between HOMO and LUMO in hartree: 0.3215